# 1
The following is a quantum chemistry calculation of a cluster of 2 separate species, C5H4N6O in total, from OMol25.

XYZ file:
```
16
C5H4N6O (ωB97M-V with the def2-TZVPD basis set)
C -1.38 0.32 -0.35
C -0.93 1.06 -1.56
N -1.61 1.92 -2.29
N -0.87 2.21 -3.37
N 0.22 1.52 -3.36
N 0.25 0.94 -2.16
H -2.47 0.39 -0.26
H -1.01 0.85 0.55
H -1.04 -0.73 -0.35
H 1.05 0.39 -1.89
N 3.01 -2.20 3.76
C 1.90 -2.27 3.38
C 0.73 -1.76 2.65
O -0.30 -2.32 2.28
C 1.07 -0.58 1.89
N 1.38 0.25 1.08
```

Calculated values
SMILES = Cc1nnn[nH]1.N#CC(=O)C#N
Orbital gap = 7.4 eV
Multiplicity = 1
HOMO level = -10.3 eV

Atomic partial charges in e from the Löwdin method, atoms 1 to 5: number 1, C, carries -0.038; number 2, C, carries -0.408; number 3, N, carries 0.044; number 4, N, carries -0.055; number 5, N, carries -0.013



# 2
The following is a quantum chemistry calculation of a cluster of 2 separate species, C5H4NO3 in total, from OMol25.

XYZ file:
```
13
C5H4NO3 (ωB97M-V with the def2-TZVPD basis set)
C -1.96 0.09 -0.31
C -0.87 0.92 -0.02
C -1.47 -1.16 -0.53
C 0.23 0.12 0.03
C 1.45 0.60 0.43
N 2.68 0.43 0.13
O 2.54 0.76 -1.15
O 3.76 0.19 0.66
O -0.07 -1.10 -0.45
H -3.03 0.32 -0.22
H -0.91 2.09 -0.01
H -2.01 -2.07 -0.57
H -0.36 -1.20 2.01
```

Calculated values
Orbital gap (spin up / spin down) = 5.2 / 8.0 eV
Multiplicity = 1
HOMO level (spin up / spin down) = -2.3 / -4.1 eV
Total charge = -1

Atomic partial charges in e from the Löwdin method, atoms 1 to 5: number 1, C, carries -0.137; number 2, C, carries -0.105; number 3, C, carries -0.144; number 4, C, carries -0.456; number 5, C, carries 0.019



# 3
The following is a quantum chemistry calculation of a structure of composition C5H4NRuSTe4, from OMol25.

XYZ file:
```
16
C5H4NRuSTe4 (ωB97M-V with the def2-TZVPD basis set)
Ru 0.15 0.07 0.00
Te 2.79 -0.18 0.00
Te 3.99 2.17 0.00
Te 2.05 4.01 0.00
Te -0.23 2.58 0.00
S -2.09 -0.31 0.00
C -1.55 -1.99 0.00
C -2.29 -3.15 0.00
C -1.60 -4.35 0.00
C -0.21 -4.36 0.00
C 0.46 -3.16 0.00
N -0.20 -1.99 0.00
H -3.37 -3.11 0.00
H -2.14 -5.29 0.00
H 0.35 -5.28 0.00
H 1.54 -3.12 0.00
```

Calculated values
Orbital gap (spin up / spin down) = 6.6 / 5.4 eV
Multiplicity = 5
HOMO level (spin up / spin down) = -11.1 / -11.8 eV
Total charge = +1

Atomic partial charges in e from the Löwdin method, atoms 1 to 5: number 1, Ru, carries 0.223; number 2, Te, carries 0.215; number 3, Te, carries 0.195; number 4, Te, carries 0.140; number 5, Te, carries 0.304



# 4
The following is a quantum chemistry calculation of a structure of composition C5H4NaO6Rb, from OMol25.

XYZ file:
```
17
C5H4NaO6Rb (ωB97M-V with the def2-TZVPD basis set)
O -1.24 -0.64 9.04
C -1.63 -1.08 8.06
O -1.98 -1.55 7.05
O -1.44 -0.26 0.23
Rb -2.85 -2.16 3.64
O 2.22 2.20 -3.59
C 1.46 1.23 -3.35
O 1.67 0.03 -3.64
O 0.35 1.55 -2.62
C -0.50 0.49 -2.24
C 0.70 -0.33 -0.79
C -0.59 0.25 -0.48
Na 3.60 0.73 -4.70
H -0.61 -0.32 -2.97
H -1.51 0.90 -2.38
H 1.57 0.33 -0.72
H 0.78 -1.39 -0.54
```

Calculated values
Orbital gap (spin up / spin down) = 6.1 / 7.4 eV
Multiplicity = 2
HOMO level (spin up / spin down) = -9.8 / -11.1 eV
Total charge = +1

Atomic partial charges in e from the Löwdin method, atoms 1 to 5: number 1, O, carries 0.256; number 2, C, carries -0.395; number 3, O, carries 0.153; number 4, O, carries 0.001; number 5, Rb, carries 0.948



no.,electronic energy (a.u.)
1,-596.5796
2,-473.0935
3,-1812.6176
4,-830.5071